1.
{"formula": "C21H16AuNO6PS4Sb", "method": "ωB97M-V/def2-TZVPD", "homo_energy_ev": [-0.64, -1.64], "max_force_ha_per_bohr": 0.070, "gap_ev": [3.748, 4.748], "spin_multiplicity": 3, "total_charge": -2, "s2": 2.030, "symbols": ["Au", "S", "Sb", "S", "S", "S", "O", "C", "O", "C", "P", "C", "C", "C", "C", "C", "C", "C", "C", "C", "C", "C", "C", "H", "H", "H", "H", "H", "H", "H", "H", "H", "H", "H", "H", "O", "C", "O", "C", "C", "C", "C", "C", "C", "N", "O", "O", "H", "H", "H", "H"], "positions_angstrom": [[2.5442, -0.1826, -0.0594], [6.9963, -1.8121, 1.7654], [4.6920, -2.5159, 1.7158], [3.9206, 0.9779, 1.4982], [4.2613, -1.7597, -0.5626], [4.0537, -0.3783, 3.0341], [3.6364, 4.5173, -1.6611], [2.9891, 3.5853, -1.2378], [2.9685, 2.2726, -1.5201], [1.8215, 3.7658, -0.1411], [1.3845, 1.9812, -0.2000], [-0.0149, 1.8524, -1.3673], [-1.1245, 2.6845, -1.1959], [-2.2033, 2.5531, -2.1028], [-2.1638, 1.5605, -3.0606], [-1.0579, 0.7675, -3.2680], [0.0587, 0.9944, -2.4761], [0.5186, 1.5830, 1.4025], [-0.7023, 0.8912, 1.4039], [-1.3686, 0.7035, 2.6190], [-0.9055, 1.2891, 3.7756], [0.3385, 1.9938, 3.7888], [1.0638, 2.0592, 2.6080], [1.0642, 4.4559, -0.5412], [2.1496, 4.0501, 0.8253], [-1.1651, 3.3133, -0.2832], [-3.0823, 3.2108, -2.0332], [-3.0196, 1.3249, -3.6899], [-1.0127, 0.0686, -4.0720], [1.0074, 0.4792, -2.6804], [-1.0975, 0.3097, 0.5383], [-2.2563, 0.0502, 2.7373], [-1.4137, 1.0650, 4.7072], [0.6961, 2.3379, 4.7032], [2.0980, 2.3674, 2.7396], [1.3920, -2.7112, 1.3142], [0.8188, -2.4673, 0.2383], [1.2012, -1.6571, -0.6961], [-0.4789, -3.0973, -0.0646], [-1.0071, -4.0015, 0.8676], [-2.3140, -4.5261, 0.7151], [-3.0758, -4.1041, -0.3631], [-2.4850, -3.3065, -1.3111], [-1.1522, -2.8326, -1.2254], [-3.3607, -2.6769, -2.3090], [-4.5225, -3.0823, -2.4434], [-2.8134, -1.7429, -2.9697], [-0.4163, -4.3836, 1.6839], [-2.6511, -5.2064, 1.5010], [-4.0743, -4.5115, -0.6795], [-0.7356, -2.1096, -1.9678]], "forces_ev_per_a": [[0.81, 1.05, 0.19], [-1.02, -0.44, 0.33], [1.05, 0.54, -1.08], [0.67, -0.35, 1.13], [0.73, -0.96, 0.79], [0.16, 0.73, -0.89], [0.24, -0.29, -0.22], [-1.35, -1.93, 0.79], [0.48, 3.49, -0.68], [0.62, -0.94, -1.80], [-0.15, -2.02, 0.66], [0.21, 0.64, -0.46], [-0.57, -0.53, -0.18], [0.18, 0.58, 1.02], [-0.88, -0.34, -0.67], [1.04, 0.86, 0.64], [0.53, -0.35, 0.41], [-1.08, 1.34, -0.73], [-0.14, -0.95, 0.46], [-0.45, -0.46, 0.12], [1.26, 0.56, 0.46], [-2.13, -1.92, -1.81], [-0.35, -0.02, 1.01], [0.05, -0.32, 0.31], [0.46, 0.50, 0.85], [-0.12, -0.19, -0.90], [0.40, -0.40, 0.10], [-0.11, 0.45, 0.12], [-0.11, -0.44, -0.34], [-0.47, 0.09, 0.27], [0.51, 0.98, 0.40], [0.54, 0.46, -0.52], [-0.05, 0.27, 0.04], [0.81, 0.62, 1.34], [-0.21, 0.41, -0.73], [-0.70, 0.17, -0.87], [2.03, 1.05, 0.05], [-1.53, -1.08, 0.34], [-0.19, -1.59, 0.68], [-1.52, -0.63, -0.54], [1.27, 0.44, 0.44], [-1.17, -1.43, -0.77], [0.93, 1.29, -0.06], [-1.40, 1.09, -0.69], [0.92, 1.05, -1.65], [1.50, 0.87, -0.05], [-2.21, -2.24, 1.17], [0.26, 0.49, 0.17], [-0.24, 0.13, -0.52], [0.90, 0.59, 1.01], [-0.42, -0.88, 0.84]], "mulliken_spin": [0.306, 0.437, -0.053, 0.482, 0.201, 0.354, -0.003, 0.014, 0.068, 0.007, 0.139, 0.018, -0.012, -0.001, 0.001, -0.001, 0.000, -0.029, -0.006, -0.001, -0.001, 0.008, 0.009, 0.004, 0.000, 0.000, 0.000, 0.000, 0.000, 0.010, 0.002, 0.000, 0.000, 0.000, 0.027, 0.003, 0.000, 0.009, 0.005, 0.001, 0.001, -0.001, 0.001, -0.001, 0.000, 0.000, 0.000, 0.000, 0.000, 0.000, 0.004]}

***

2.
{"formula": "C6H19NO3", "method": "ωB97M-V/def2-TZVPD", "smiles": "CCN1CCCC1.O.O.O", "homo_energy_ev": -9.31, "max_force_ha_per_bohr": 0.013, "gap_ev": 9.858, "spin_multiplicity": 1, "total_charge": 0, "symbols": ["C", "C", "N", "C", "C", "C", "C", "H", "H", "H", "H", "H", "H", "H", "H", "H", "H", "H", "H", "H", "O", "H", "H", "O", "H", "H", "O", "H", "H"], "positions_angstrom": [[0.9833, 2.6451, 0.2272], [1.1877, 1.3069, -0.4716], [0.3387, 0.2444, 0.0895], [-1.1007, 0.4311, -0.2211], [-1.6043, -0.8060, -0.9702], [-0.5121, -1.8741, -0.7560], [0.7491, -1.1073, -0.3617], [1.0272, 2.5453, 1.3106], [0.0200, 3.0968, -0.0158], [1.7598, 3.3536, -0.0718], [1.0269, 1.4458, -1.5463], [2.2210, 1.0020, -0.3222], [-1.2738, 1.3542, -0.7730], [-1.6414, 0.5567, 0.7207], [-2.5720, -1.1276, -0.5921], [-1.7310, -0.5999, -2.0334], [-0.3824, -2.4760, -1.6521], [-0.8185, -2.5637, 0.0335], [1.2720, -1.5899, 0.4686], [1.4673, -1.0564, -1.1875], [0.7163, 0.5192, 2.9518], [0.6056, 0.5474, 1.9766], [1.5500, 0.0568, 3.1093], [-1.3051, -1.5051, 2.9029], [-0.6754, -0.8353, 3.2225], [-1.2175, -1.4660, 1.9468], [0.3414, 0.1126, -3.7271], [0.4830, -0.7713, -4.0770], [0.2289, 0.0136, -2.7785]], "forces_ev_per_a": [[-0.06, 0.16, 0.00], [-0.04, 0.20, 0.47], [-0.15, 0.15, -0.64], [-0.15, 0.07, 0.53], [0.28, 0.00, -0.10], [-0.49, 0.00, 0.22], [0.20, 0.07, 0.33], [0.07, -0.07, 0.04], [0.00, -0.05, -0.04], [-0.07, -0.07, -0.05], [0.04, -0.11, -0.14], [0.13, -0.09, -0.08], [0.12, 0.02, -0.19], [-0.06, -0.05, 0.00], [-0.02, -0.04, -0.02], [0.00, 0.06, 0.00], [0.15, -0.06, -0.02], [0.10, 0.03, 0.02], [0.01, -0.15, -0.13], [-0.07, 0.15, -0.07], [0.16, -0.02, 0.16], [0.07, -0.27, -0.07], [-0.17, 0.14, -0.08], [-0.01, -0.03, 0.12], [-0.07, -0.02, -0.17], [0.01, 0.01, 0.01], [0.00, 0.17, -0.17], [-0.01, -0.05, 0.07], [0.02, -0.15, 0.00]], "lowdin_charge": [-0.077, -0.251, -0.199, -0.168, -0.158, -0.162, -0.177, 0.064, 0.071, 0.078, 0.106, 0.118, 0.113, 0.114, 0.110, 0.096, 0.104, 0.102, 0.115, 0.110, -0.076, 0.001, 0.056, -0.067, 0.004, -0.011, -0.043, 0.045, -0.019]}

***

3.
{"formula": "C21H46Cl19INb", "method": "ωB97M-V/def2-TZVPD", "homo_energy_ev": -4.74, "max_force_ha_per_bohr": 0.056, "gap_ev": 6.263, "spin_multiplicity": 1, "total_charge": -1, "symbols": ["C", "C", "C", "Cl", "Nb", "I", "H", "H", "H", "H", "H", "H", "H", "H", "H", "H", "Cl", "C", "C", "Cl", "H", "H", "H", "H", "Cl", "C", "C", "Cl", "H", "H", "H", "H", "Cl", "C", "C", "Cl", "H", "H", "H", "H", "Cl", "C", "C", "Cl", "H", "H", "H", "H", "Cl", "C", "C", "Cl", "H", "H", "H", "H", "Cl", "C", "C", "Cl", "H", "H", "H", "H", "Cl", "C", "C", "Cl", "H", "H", "H", "H", "Cl", "C", "C", "Cl", "H", "H", "H", "H", "Cl", "C", "C", "Cl", "H", "H", "H", "H"], "positions_angstrom": [[3.9956, -2.6534, -4.3567], [4.9849, -2.6622, -3.1713], [4.6614, -1.6399, -2.0211], [3.0475, -0.8262, -2.2151], [4.9269, -2.7520, 0.0093], [2.5573, -1.7631, 1.1857], [2.9931, -2.9167, -4.0164], [4.0280, -1.7005, -4.8887], [4.3000, -3.4548, -5.0457], [4.9920, -3.6721, -2.7520], [6.0121, -2.4585, -3.4991], [5.4322, -0.8654, -2.0518], [5.9078, -1.3208, 0.5705], [5.3905, -3.7317, 1.4657], [3.9688, -4.1650, -0.6510], [6.4024, -3.4852, -0.7842], [-0.6428, -3.2978, -3.1434], [-0.4605, -1.5342, -3.3402], [-1.7854, -0.8685, -3.6080], [-2.4460, -1.3033, -5.2121], [0.2426, -1.3556, -4.1514], [-0.0155, -1.1588, -2.4180], [-1.6635, 0.2110, -3.5989], [-2.5213, -1.1368, -2.8617], [-2.8834, 0.5159, -0.4958], [-1.6580, 1.6373, 0.1439], [-0.8143, 2.2645, -0.9448], [0.2868, 1.0938, -1.7272], [-1.0416, 1.0907, 0.8546], [-2.2011, 2.4089, 0.6846], [-0.1814, 3.0306, -0.5010], [-1.4234, 2.7298, -1.7181], [1.9133, -4.8836, 3.5123], [0.3646, -5.1559, 2.6769], [0.4615, -6.2461, 1.6362], [1.4783, -5.7643, 0.2595], [0.0543, -4.2109, 2.2341], [-0.3637, -5.4378, 3.4378], [-0.5309, -6.4646, 1.2407], [0.8740, -7.1608, 2.0572], [-7.1889, 2.0297, 3.1668], [-6.0473, 0.7055, 2.8129], [-4.6711, 0.9763, 3.3660], [-3.8512, 2.3125, 2.5167], [-6.0203, 0.5636, 1.7349], [-6.4538, -0.1952, 3.2709], [-4.0450, 0.0889, 3.2371], [-4.7080, 1.2241, 4.4253], [-4.0775, -1.2692, 7.5253], [-2.4728, -1.5515, 6.8019], [-2.3909, -1.0323, 5.3874], [-3.4031, -1.9782, 4.2664], [-2.2654, -2.6178, 6.8472], [-1.7470, -1.0317, 7.4251], [-1.3661, -1.1058, 5.0258], [-2.7019, 0.0086, 5.3267], [-1.5449, 5.0789, 1.1042], [-0.3384, 6.2090, 1.7738], [0.4843, 6.8609, 0.6901], [1.5600, 5.6951, -0.1213], [0.2850, 5.6560, 2.4727], [-0.8862, 6.9686, 2.3273], [1.1184, 7.6317, 1.1262], [-0.1463, 7.3222, -0.0666], [-2.7312, -6.6891, -1.8001], [-3.1316, -5.8836, -3.3386], [-4.4586, -6.3437, -3.8919], [-4.4129, -8.0399, -4.4419], [-2.3203, -6.0712, -4.0376], [-3.1681, -4.8144, -3.1366], [-4.7232, -5.7377, -4.7572], [-5.2511, -6.2525, -3.1526], [-1.9541, 9.5473, 1.9114], [-3.5340, 9.1979, 1.1618], [-3.4665, 8.0455, 0.1869], [-2.5242, 8.4549, -1.2690], [-3.8805, 10.1083, 0.6783], [-4.2211, 8.9536, 1.9705], [-4.4717, 7.7924, -0.1474], [-3.0230, 7.1559, 0.6342], [8.2289, -0.3728, -1.1779], [8.3973, 1.3921, -1.3180], [7.0625, 2.0753, -1.5005], [6.3383, 1.7184, -3.0885], [9.0694, 1.6064, -2.1466], [8.8642, 1.7390, -0.3965], [7.1930, 3.1562, -1.4492], [6.3537, 1.7758, -0.7310]], "forces_ev_per_a": [[0.90, -0.58, 0.10], [-0.74, 0.25, 0.08], [1.38, -1.07, -0.17], [0.34, 0.07, -0.05], [-2.59, 1.13, 0.56], [0.47, -0.29, 0.07], [0.00, 0.33, -0.06], [-0.30, -0.06, 0.05], [-0.03, 0.23, -0.04], [-0.03, 0.10, -0.18], [-0.17, 0.00, -0.07], [-0.51, 0.24, -0.13], [0.58, 0.18, 0.06], [0.76, -0.24, -0.12], [0.18, -0.42, -0.39], [-0.43, 0.21, 0.33], [0.02, -0.11, -0.02], [0.14, -0.02, 0.00], [0.18, 0.08, 0.10], [-0.08, -0.05, -0.08], [-0.01, -0.08, -0.01], [-0.23, -0.26, -0.18], [0.05, 0.01, -0.03], [-0.11, -0.10, 0.04], [-0.08, -0.12, -0.04], [0.29, 0.23, -0.09], [0.06, -0.01, 0.10], [-0.05, 0.49, 0.25], [0.01, -0.07, -0.08], [0.12, -0.05, -0.18], [-0.01, 0.00, 0.03], [-0.04, -0.10, 0.02], [-0.01, -0.05, 0.06], [-0.14, 0.00, 0.03], [-0.07, -0.02, -0.12], [0.02, -0.02, 0.07], [0.13, 0.00, -0.06], [0.02, -0.05, -0.02], [-0.02, 0.07, 0.04], [0.05, 0.05, 0.03], [-0.04, 0.05, -0.01], [0.08, -0.15, -0.02], [0.10, -0.24, -0.05], [-0.17, 0.19, 0.27], [0.03, 0.09, 0.01], [0.05, 0.03, 0.06], [-0.24, 0.30, -0.11], [-0.06, 0.07, -0.04], [-0.06, -0.01, 0.01], [0.13, 0.01, -0.02], [0.20, 0.04, 0.02], [0.04, -0.30, 0.10], [-0.07, 0.00, -0.04], [-0.02, 0.04, -0.04], [-0.01, -0.06, 0.02], [-0.07, -0.03, 0.01], [-0.04, -0.07, 0.02], [0.17, 0.15, 0.15], [-0.02, 0.08, 0.01], [-0.02, -0.04, -0.03], [-0.01, -0.09, -0.10], [-0.03, 0.03, -0.07], [-0.01, -0.04, 0.06], [-0.02, -0.06, 0.00], [0.00, -0.04, 0.02], [-0.06, 0.10, -0.06], [0.01, 0.18, 0.00], [-0.03, -0.06, 0.01], [0.00, -0.05, 0.04], [-0.01, -0.01, -0.01], [0.07, -0.01, -0.01], [0.05, -0.08, 0.03], [0.05, 0.06, 0.00], [-0.20, -0.09, -0.06], [-0.09, -0.06, 0.12], [0.05, 0.00, -0.01], [0.10, 0.00, -0.02], [0.04, -0.06, 0.00], [-0.01, 0.06, 0.00], [0.00, 0.14, -0.05], [0.09, 0.05, -0.10], [0.06, -0.03, 0.03], [0.03, 0.11, 0.12], [-0.01, 0.00, -0.03], [-0.06, -0.01, -0.04], [-0.08, 0.03, 0.02], [0.04, -0.02, -0.03], [0.00, -0.13, -0.07]], "lowdin_charge": [-0.170, -0.398, -0.879, 0.375, 0.812, -0.120, 0.041, 0.058, 0.061, 0.019, 0.088, -0.056, -0.191, -0.187, -0.166, -0.122, 0.562, -0.700, -0.700, 0.517, 0.070, -0.021, 0.040, 0.029, 0.565, -0.687, -0.636, 0.619, 0.078, -0.056, 0.025, 0.073, 0.492, -0.678, -0.674, 0.512, 0.051, 0.063, 0.060, 0.062, 0.530, -0.653, -0.677, 0.589, 0.069, 0.073, -0.009, 0.066, 0.531, -0.657, -0.635, 0.586, 0.069, 0.074, 0.083, 0.059, 0.615, -0.634, -0.670, 0.566, 0.073, 0.029, 0.075, 0.026, 0.531, -0.687, -0.666, 0.522, 0.067, 0.041, 0.071, 0.065, 0.560, -0.644, -0.656, 0.557, 0.066, 0.074, 0.076, 0.002, 0.526, -0.671, -0.658, 0.546, 0.060, 0.067, 0.065, 0.072]}